Molecular formula: C55H160O25
Method: DFT, ωB97M-V with the def2-TZVPD basis set

The geometry in XYZ format:
```
240
C55H160O25 | OMol25 | ωB97M-V with the def2-TZVPD basis set
C -0.411 2.956 6.742
C 0.714 1.939 6.586
C 0.250 0.429 6.553
O 1.278 2.129 5.297
H -0.786 2.848 7.760
H -1.183 2.764 5.997
H -0.055 3.972 6.574
H 1.498 2.105 7.325
H -0.384 0.197 7.409
H 1.131 -0.212 6.595
H -0.381 0.309 5.672
H 0.596 2.249 4.632
C -0.245 -4.211 -3.113
C 0.094 -4.610 -1.636
C 1.593 -4.642 -1.332
O -0.585 -3.751 -0.815
H -1.249 -4.567 -3.343
H 0.463 -4.703 -3.781
H -0.124 -3.154 -3.351
H -0.230 -5.624 -1.405
H 2.018 -5.386 -2.005
H 1.748 -5.028 -0.324
H 2.147 -3.707 -1.416
H -0.290 -2.885 -1.106
C 4.527 -2.743 -2.905
C 4.861 -1.333 -2.489
C 6.017 -1.141 -1.523
O 5.075 -0.502 -3.603
H 3.495 -2.785 -3.255
H 4.581 -3.517 -2.139
H 5.197 -3.110 -3.682
H 3.995 -0.931 -1.964
H 6.891 -1.571 -2.011
H 5.842 -1.643 -0.571
H 6.089 -0.077 -1.295
H 5.143 0.415 -3.329
C -6.529 1.293 -1.607
C -7.016 1.368 -3.041
C -8.535 1.508 -3.191
O -6.331 2.437 -3.644
H -6.643 2.257 -1.112
H -5.506 0.919 -1.591
H -7.135 0.553 -1.084
H -6.718 0.451 -3.550
H -8.838 1.483 -4.238
H -9.021 2.330 -2.666
H -9.024 0.634 -2.760
H -5.420 2.145 -3.717
C -0.871 -0.556 0.906
C 0.386 -0.607 0.020
C 1.596 -1.348 0.632
O 0.030 -1.213 -1.160
H -0.588 -0.091 1.850
H -1.213 -1.576 1.084
H -1.707 0.019 0.509
H 0.714 0.386 -0.289
H 1.350 -2.390 0.836
H 1.816 -0.915 1.608
H 2.461 -1.392 -0.029
H -0.426 -0.501 -1.612
C 0.105 3.923 -4.795
C -0.054 5.302 -4.079
C -1.537 5.607 -3.756
O 0.696 5.466 -2.921
H -0.261 3.072 -4.221
H 1.148 3.791 -5.083
H -0.391 3.912 -5.766
H 0.322 6.060 -4.766
H -1.630 6.609 -3.336
H -2.083 4.900 -3.131
H -2.069 5.739 -4.699
H 0.543 6.338 -2.549
C -1.584 5.653 -0.300
C -2.153 6.319 0.985
C -3.011 7.633 0.662
O -2.977 5.451 1.672
H -0.828 6.251 -0.809
H -2.338 5.216 -0.955
H -0.915 4.868 0.050
H -1.347 6.567 1.676
H -3.944 7.355 0.171
H -2.463 8.328 0.026
H -3.135 8.162 1.607
H -3.251 5.826 2.513
C 5.146 5.883 -0.123
C 3.641 6.019 -0.347
C 2.821 4.782 0.095
O 3.048 7.137 0.335
H 5.675 5.258 -0.843
H 5.297 5.443 0.863
H 5.714 6.814 -0.134
H 3.350 6.097 -1.394
H 2.958 4.474 1.132
H 3.033 3.956 -0.583
H 1.758 4.958 -0.076
H 3.215 6.981 1.267
C -0.699 -3.922 5.108
C -0.867 -2.492 4.671
C 0.383 -1.951 4.000
O -1.935 -2.458 3.724
H -0.465 -4.563 4.258
H -1.561 -4.212 5.710
H 0.155 -4.087 5.765
H -1.131 -1.915 5.557
H 1.233 -1.885 4.679
H 0.205 -0.906 3.749
H 0.744 -2.507 3.134
H -1.636 -3.052 3.031
C 4.556 2.126 1.595
C 5.877 1.274 1.617
C 6.910 1.936 0.722
O 6.418 1.027 2.890
H 4.848 3.160 1.778
H 3.827 1.818 2.345
H 4.233 2.084 0.555
H 5.575 0.354 1.116
H 6.428 2.228 -0.211
H 7.819 1.355 0.568
H 7.212 2.912 1.101
H 5.819 0.460 3.381
C -5.028 -0.020 -5.710
C -3.821 0.777 -5.354
C -3.844 2.208 -5.918
O -3.819 0.900 -3.996
H -4.743 -0.718 -6.497
H -5.873 0.582 -6.043
H -5.313 -0.641 -4.860
H -2.922 0.231 -5.641
H -4.777 2.702 -5.646
H -3.769 2.251 -7.004
H -2.971 2.718 -5.509
H -4.058 0.087 -3.546
C 4.341 2.870 -4.870
C 4.214 2.879 -3.354
C 2.990 2.090 -2.853
O 5.375 2.197 -2.848
H 5.309 3.231 -5.215
H 3.621 3.570 -5.293
H 4.162 1.849 -5.207
H 4.301 3.916 -3.029
H 3.171 1.920 -1.792
H 2.872 1.167 -3.421
H 2.067 2.644 -3.028
H 6.152 2.757 -2.908
C 4.435 -3.670 1.342
C 3.817 -4.285 2.584
C 3.695 -5.829 2.434
O 4.636 -3.901 3.663
H 3.826 -3.756 0.442
H 5.351 -4.203 1.087
H 4.681 -2.612 1.427
H 2.813 -3.898 2.761
H 3.684 -6.311 3.411
H 4.507 -6.298 1.878
H 2.832 -6.079 1.817
H 5.461 -4.379 3.553
C 2.904 -1.261 -6.188
C 1.463 -1.687 -6.137
C 0.604 -0.783 -5.176
O 1.003 -1.533 -7.476
H 3.321 -1.185 -5.184
H 3.005 -0.245 -6.570
H 3.496 -1.966 -6.771
H 1.366 -2.733 -5.846
H -0.412 -1.175 -5.159
H 0.677 0.269 -5.454
H 0.935 -0.703 -4.140
H 1.467 -2.141 -8.057
C -4.167 -5.074 4.440
C -4.948 -4.158 5.343
C -6.085 -3.485 4.593
O -5.397 -4.966 6.403
H -3.258 -5.477 4.888
H -3.814 -4.555 3.549
H -4.727 -5.943 4.096
H -4.289 -3.432 5.820
H -5.696 -2.975 3.712
H -6.527 -2.752 5.267
H -6.827 -4.188 4.213
H -6.114 -4.484 6.821
C 3.584 -0.444 4.204
O 4.789 -0.938 3.638
H 3.852 0.482 4.713
H 2.828 -0.287 3.435
H 3.188 -1.179 4.905
H 4.578 -1.852 3.432
C -3.570 0.537 4.700
O -3.496 -0.749 5.333
H -4.379 1.146 5.104
H -2.633 1.078 4.829
H -3.699 0.444 3.622
H -3.196 -1.415 4.710
C -4.399 2.267 1.356
O -3.257 2.792 2.021
H -4.104 2.303 0.307
H -4.701 1.269 1.672
H -5.289 2.857 1.578
H -3.113 3.699 1.741
C -1.646 -5.735 1.682
O -1.279 -4.382 1.808
H -0.927 -6.349 1.138
H -1.746 -6.129 2.693
H -2.660 -5.812 1.290
H -0.946 -4.092 0.955
C -1.577 1.909 -2.023
O -1.339 0.692 -2.727
H -0.702 2.472 -1.697
H -2.090 2.581 -2.711
H -2.165 1.776 -1.115
H -2.139 0.540 -3.235
C -3.348 -2.004 -2.362
O -4.523 -1.199 -2.444
H -2.896 -1.876 -3.345
H -2.713 -1.565 -1.591
H -3.582 -3.052 -2.175
H -4.934 -1.167 -1.577
C -4.688 -2.450 0.803
O -5.556 -1.542 0.134
H -4.164 -3.026 0.040
H -3.996 -1.858 1.402
H -5.262 -3.095 1.468
H -6.207 -1.206 0.753
C 7.607 -2.155 2.938
O 7.541 -3.494 3.327
H 6.842 -1.899 2.204
H 7.469 -1.495 3.794
H 8.600 -1.942 2.542
H 8.204 -3.578 4.016
C 0.240 2.776 2.027
O -0.504 2.517 3.234
H -0.192 2.410 1.095
H 0.392 3.852 1.940
H 1.246 2.360 2.083
H -1.416 2.756 3.057
C -3.083 -6.214 -1.996
O -3.518 -7.293 -1.203
H -3.717 -6.001 -2.857
H -3.062 -5.312 -1.384
H -2.066 -6.425 -2.328
H -4.436 -7.221 -0.932
```

Energy relative to the best compared isomer or geometry (same formula, charge and spin), kJ/mol: 0.0
Orbital gap, eV: 9.59
Net charge: 0
Total energy, eV: -110812.8267
HOMO, eV: -9.31